Record 1
The following is a quantum chemistry calculation of C4H5NO in the gas phase in a non-equilibrium geometry, from OMol25.

Summary:
ΔE to the lowest compared entry with this formula, charge and spin = 50.42 kcal per mole
E_LUMO = 0.06 eV
Frontier orbital gap = 10.0 eV

Atoms and positions in Å:
N -3.14803 0.77231 0.67438
C -2.16243 0.44261 0.16243
C -0.93385 0.04154 -0.44395
C 0.00050 -0.66677 0.22321
C 1.42482 -0.42242 -0.15271
O 1.41449 0.81446 0.57348
H 0.57454 1.19830 0.21656
H -0.79077 0.27184 -1.49684
H -0.13897 -1.04508 1.23202
H 2.18026 -1.10744 0.25344
H 1.60747 -0.26290 -1.22471

Atoms 1-3, force components in eV/Å:
N 0.90 -0.21 -0.47
C -1.13 -0.11 0.38
C -0.37 -1.18 -0.14

These are the natural (NBO) partial charges, in e, on atoms 1 to 5: -0.30, 0.25, -0.43, -0.06, -0.12

Record 2
The following is a quantum chemistry calculation of C5H10N3P3 in the gas phase in a non-equilibrium geometry, from OMol25.

Summary:
ΔE to the lowest compared entry with this formula, charge and spin = 39.13 kcal per mole
E_LUMO = 0.39 eV
Frontier orbital gap = 8.7 eV

Atoms and positions in Å:
C 0.37482 0.35844 -0.69571
C -0.47462 -0.51435 -0.14230
C -1.72401 1.58634 2.44272
C -2.58256 0.26968 0.52523
C 0.09619 -1.62026 0.67799
N -1.87994 -0.49244 -0.21741
N -1.97630 0.96716 1.50040
N -3.96397 0.35684 0.51839
P -0.36345 1.59103 -1.80759
P 2.56253 1.40937 1.23563
P 2.17811 0.09657 -0.44567
H -0.11428 -2.57832 0.18954
H 1.11182 -1.55987 0.89102
H -0.35379 -1.58782 1.61929
H -4.29933 0.10986 -0.38642
H -4.33424 0.99251 1.19306
H -0.97133 2.59653 -0.93583
H 0.79415 2.33950 -1.87304
H 3.72443 0.77987 1.38084
H 2.21569 0.53844 2.25362
H 2.52513 1.16547 -1.29730

Atoms 1-3, force components in eV/Å:
C -0.82 0.30 -0.12
C 0.73 -0.15 0.78
C 0.64 0.87 1.31

These are the natural (NBO) partial charges, in e, on atoms 1 to 5: -0.68, 0.20, 0.37, 0.57, -0.65

Record 3
The following is a quantum chemistry calculation of C20H24N4O3S in the gas phase, from OMol25.

Summary:
ΔE to the lowest compared entry with this formula, charge and spin = 33.70 kcal per mole
E_LUMO = 0.59 eV
Frontier orbital gap = 8.8 eV

Atoms and positions in Å:
C 3.88613 2.56823 0.61726
C 2.47765 2.56661 1.08940
N 2.28361 2.69566 2.41164
H 3.06258 2.78317 3.03982
H 1.34933 2.70548 2.78862
C 1.40516 2.42544 0.22898
C 0.12390 2.43953 0.80749
N -0.87205 2.50510 1.38196
C 1.57048 2.29179 -1.21478
O 2.60237 2.53914 -1.80437
C 0.32046 1.95111 -2.01733
H -0.32930 2.82711 -2.07907
H 0.62752 1.65181 -3.01944
S -0.72584 0.65218 -1.30058
C 0.52951 -0.43489 -0.75067
N 1.73019 -0.18046 -1.13763
C 2.74108 -0.99834 -0.72677
C 4.04831 -0.74171 -1.15706
C 5.07353 -1.56002 -0.74368
C 4.82586 -2.64531 0.09803
C 3.54446 -2.91333 0.52228
C 2.48859 -2.09470 0.11581
C 1.12590 -2.36142 0.55938
O 0.79476 -3.26307 1.30200
N 0.17089 -1.45883 0.07098
C -1.20321 -1.61274 0.50353
C -2.08066 -2.31286 -0.53638
C -3.54711 -1.97225 -0.27177
O -3.70949 -0.59165 -0.49003
C -4.65700 0.07710 0.32301
C -6.09254 -0.22391 -0.11439
H -6.30979 -1.28541 -0.01677
H -6.22613 0.06497 -1.15388
H -6.79376 0.33230 0.50160
C -4.34283 1.56576 0.21754
H -3.32273 1.75703 0.53996
H -4.44105 1.88318 -0.81659
H -5.02667 2.13874 0.83688
H -4.52834 -0.25089 1.36995
H -3.80894 -2.23424 0.76361
H -4.19309 -2.55039 -0.94836
H -1.82798 -1.94681 -1.53241
H -1.92861 -3.39166 -0.50406
H -1.61196 -0.61598 0.69421
H -1.17938 -2.19139 1.43006
H 3.32309 -3.74974 1.16796
H 5.64309 -3.27749 0.41081
H 6.08246 -1.36418 -1.07652
H 4.21396 0.09455 -1.81849
H 4.57860 2.58358 1.45622
H 4.07288 1.69033 0.00154
H 4.06214 3.43375 -0.01947

Atoms 1-3, force components in eV/Å:
C 0.22 0.05 -0.02
C -0.28 -0.01 0.10
N 0.06 0.00 -0.13

These are the natural (NBO) partial charges, in e, on atoms 1 to 5: -0.67, 0.41, -0.75, 0.40, 0.42

Record 4
The following is a quantum chemistry calculation of a molecular structure, C30H43BrFeN2P2 in a non-equilibrium geometry, from OMol25.

Summary:
2S+1 = 5
ΔE to the lowest compared entry with this formula, charge and spin = 0.00 kcal per mole
E_LUMO (alpha / beta) = -6.71 / -9.89 eV
Net charge = +2
Frontier orbital gap (alpha / beta) = 6.0 / 2.9 eV

Atoms and positions in Å:
C 7.85045 -0.54759 1.65195
C 6.88333 -0.84708 0.66061
C 7.34411 -1.50801 -0.50509
C 8.70180 -1.82370 -0.61389
N 9.62013 -1.53988 0.32644
C 9.18227 -0.91278 1.43235
C 5.51448 -0.50061 0.82771
C 4.33140 -0.20101 0.97210
C 2.96174 0.14571 1.13940
C 2.30002 -0.07342 2.37438
C 0.95322 0.26879 2.53160
C 0.20711 0.84312 1.47555
C 0.87457 1.05954 0.24702
C 2.22027 0.72005 0.07552
Fe -1.72407 1.33198 1.71138
P -2.32163 -0.92114 1.79560
H 6.64297 -1.76462 -1.30466
H 7.55348 -0.03824 2.57331
H 9.07191 -2.33611 -1.51265
H 9.94203 -0.68642 2.19325
H 2.71725 0.89398 -0.88455
H 2.85987 -0.51485 3.20541
H 0.33053 1.50188 -0.59582
H 0.47205 0.08596 3.49964
C -4.16203 -1.00545 1.53868
C -4.82432 -2.35625 1.24074
H -4.34917 -0.30214 0.70681
H -4.58467 -0.51696 2.43581
H -5.91820 -2.26803 1.36656
H -4.63755 -2.67755 0.20166
H -4.47412 -3.15462 1.91417
C -1.53809 -2.02939 0.52460
C -0.77588 -3.27526 0.99407
H -0.86374 -1.36680 -0.04655
H -2.34825 -2.29128 -0.18095
H -0.30050 -3.76789 0.12727
H 0.02754 -3.01030 1.70240
H -1.42979 -4.01504 1.48268
C -1.92886 -1.65416 3.45882
C -2.73961 -2.86130 3.94747
H -2.06442 -0.80580 4.15254
H -0.84542 -1.87796 3.43122
H -2.35057 -3.19576 4.92575
H -3.79908 -2.59076 4.09206
H -2.69198 -3.71841 3.25638
Br -4.17261 1.95173 2.01019
P -1.78448 -0.04603 -4.37688
C -2.29374 -1.39763 -3.16848
C -3.49146 -2.23644 -3.63633
H -2.48351 -0.94931 -2.17302
H -1.41024 -2.05397 -3.05573
H -3.53038 -3.20250 -3.10120
H -4.44982 -1.71850 -3.45966
H -3.42485 -2.44691 -4.71829
C -2.36457 1.48783 -3.45910
C -2.65042 2.69453 -4.36242
H -1.55068 1.73570 -2.75089
H -3.25491 1.23745 -2.84864
H -3.35821 3.39058 -3.87730
H -1.72441 3.25267 -4.58833
H -3.09875 2.38467 -5.32242
C 0.03615 0.07224 -3.92581
C 0.95585 -0.64226 -4.92433
H 0.19120 -0.31555 -2.89940
H 0.27661 1.15192 -3.89834
H 1.98658 -0.24893 -4.86491
H 1.00578 -1.72820 -4.72647
H 0.59678 -0.50879 -5.96001
C -0.41979 6.05091 1.87106
C 0.53783 5.05734 1.96681
C 0.17478 3.72163 1.83123
N -1.13922 3.34273 1.64055
C -2.08080 4.34046 1.53009
C -1.73849 5.69627 1.63276
H -0.13897 7.08885 1.99053
H 1.56949 5.31014 2.17839
H 0.95694 3.02146 1.98875
H -3.12163 4.14629 1.35936
H -2.49667 6.46518 1.54946

Atoms 1-3, force components in eV/Å:
C -0.38 -0.13 -0.36
C 1.62 -0.40 -0.18
C -0.15 0.27 0.43

These are the Löwdin partial charges, in e, on atoms 1 to 5: -0.01, -0.23, -0.01, -0.13, 0.07

> Which of these has the highest ΔE to the lowest compared entry with this formula, charge and spin?

C4H5NO